Formula: C37H27BiFN4O3P
Source: the Open Molecules 2025 dataset
Level of theory: the ωB97M-V functional and the def2-TZVPD basis

Calculated values
Energy relative to the best compared isomer or geometry (same formula, charge and spin): 99.40 kcal per mole
DFT total energy: -68734.63002 eV
HOMO energy (spin up / spin down): -13.53 / -13.12 eV
Kohn-Sham gap (spin up / spin down): 7.03 / 5.15 eV

ORCA input file:
```
! wB97M-V def2-TZVPD RIJCOSX def2/J DEFGRID3
* xyz 2 1
Bi -0.111 0.686 1.454
O -2.290 7.900 0.257
N -2.624 6.825 -0.173
O -3.622 6.593 -0.823
C -1.677 5.697 0.027
C -0.376 6.035 0.161
C 0.617 5.019 0.309
C 1.991 5.303 0.424
C 2.880 4.272 0.571
C 2.395 2.960 0.616
N 1.111 2.669 0.488
C 0.225 3.682 0.334
C -1.173 3.339 0.165
N -1.453 2.033 0.098
C -2.758 1.582 -0.223
C -3.797 2.602 -0.176
C -3.509 3.915 -0.047
C -2.144 4.349 0.029
H -0.095 7.079 0.148
H 2.329 6.332 0.402
H 3.941 4.453 0.668
H 3.068 2.131 0.785
H -2.749 1.038 -1.170
H -4.826 2.279 -0.275
H -4.304 4.643 -0.036
O 4.164 0.345 1.926
N 3.397 -0.318 0.965
C 3.951 -0.276 -0.176
C 3.268 -0.852 -1.345
C 3.971 -0.864 -2.541
C 3.400 -1.360 -3.706
C 2.099 -1.828 -3.680
C 1.384 -1.828 -2.488
C 1.957 -1.365 -1.306
P 1.011 -1.490 0.229
C -0.641 -2.138 -0.180
C -1.460 -0.969 -0.799
C -2.660 -1.693 -1.463
C -2.191 -3.134 -1.750
C -2.317 -3.870 -0.442
C -0.961 -3.425 -0.919
C 1.722 -2.710 1.339
C 2.402 -3.801 0.806
C 2.883 -4.787 1.656
C 2.692 -4.682 3.026
C 2.021 -3.589 3.559
C 1.539 -2.600 2.715
H 3.904 -0.060 2.765
H 4.923 0.197 -0.304
H 4.980 -0.472 -2.560
H 3.968 -1.372 -4.626
H 1.632 -2.198 -4.582
H 0.370 -2.201 -2.499
H -0.953 -0.271 -1.469
H -3.074 -1.182 -2.329
H -2.388 -3.609 -2.699
H -2.603 -4.909 -0.396
H -0.205 -4.135 -1.221
H 2.562 -3.884 -0.263
H 3.411 -5.637 1.245
H 3.073 -5.452 3.684
H 1.877 -3.506 4.628
H 1.027 -1.744 3.145
F -4.791 -2.579 -0.822
C -3.700 -1.899 -0.339
C -2.850 -2.844 0.568
C -1.624 -2.017 1.039
C -1.786 -0.532 0.659
C -3.090 0.202 0.811
C -4.135 -0.667 0.360
H -3.436 -3.265 1.381
H -1.286 -2.296 2.039
H -3.305 0.676 1.771
H -5.186 -0.522 0.578
*
```

Here are the Löwdin charges for atoms 1 to 5, given in e: Bi 1.7348; O 0.1277; N -0.3341; O 0.1072; C -0.0537



Formula: C37H28AuBrF4N5O
Source: the Open Molecules 2025 dataset
Level of theory: the ωB97M-V functional and the def2-TZVPD basis

Calculated values
Energy relative to the best compared isomer or geometry (same formula, charge and spin): 104.10 kcal per mole
DFT total energy: -132910.77923 eV
HOMO energy (spin up / spin down): -9.74 / -9.84 eV
Kohn-Sham gap (spin up / spin down): 5.68 / 3.00 eV
<S²>: 2.07

ORCA input file:
```
! wB97M-V def2-TZVPD RIJCOSX def2/J DEFGRID3
* xyz 1 3
Au -0.050 -0.041 0.026
C -5.209 -5.778 -0.278
C -5.442 -4.266 -0.167
C -6.701 -3.905 -0.963
C -5.727 -3.971 1.315
C -4.204 -3.440 -0.693
C -3.578 -2.587 0.380
C -3.377 -1.341 -0.016
Br -2.766 0.067 1.089
C -2.422 -1.203 -2.336
O -1.078 -0.807 -2.201
C -2.283 -2.377 -3.243
C -3.403 -3.287 -2.772
C -1.761 -2.364 -4.700
C -1.380 -0.945 -5.136
C -2.838 -2.907 -5.646
C -0.520 -3.260 -4.783
H -6.014 -6.300 0.238
H -4.271 -6.075 0.197
H -5.216 -6.122 -1.314
H -7.545 -4.483 -0.590
H -6.587 -4.137 -2.024
H -6.953 -2.849 -0.846
H -6.656 -4.463 1.602
H -5.845 -2.904 1.508
H -4.943 -4.365 1.963
H -3.329 -2.959 1.363
H -3.900 -3.811 -3.579
H -2.246 -0.281 -5.130
H -0.977 -0.977 -6.148
H -0.611 -0.519 -4.493
H -3.789 -2.385 -5.526
H -2.993 -3.977 -5.505
H -2.499 -2.759 -6.671
H 0.273 -2.899 -4.131
H -0.141 -3.264 -5.804
H -0.750 -4.290 -4.498
C 2.823 -3.160 0.854
C 2.394 -4.316 0.227
C 1.172 -4.301 -0.420
C 0.425 -3.131 -0.458
N 0.875 -1.996 0.108
C 2.042 -2.025 0.762
C -0.897 -3.159 -1.129
C -1.754 -4.200 -0.972
C -3.107 -4.230 -1.568
C -4.363 -2.448 -1.889
C -3.660 -1.124 -1.484
C -1.279 -2.190 -2.107
H 3.759 -3.122 1.392
H 3.000 -5.211 0.232
H 0.802 -5.178 -0.932
H 2.359 -1.099 1.218
H -1.502 -5.000 -0.285
H -3.397 -5.258 -1.762
H -5.355 -2.284 -2.295
H -4.231 -0.218 -1.690
F 2.914 4.091 -3.021
C 3.257 2.967 -2.411
C 3.791 1.937 -3.151
F 3.939 2.100 -4.459
C 4.065 0.668 -2.580
C 3.963 0.603 -1.171
C 3.396 1.611 -0.452
F 3.252 1.443 0.868
C 2.931 2.793 -1.056
C 1.958 3.613 -0.345
C 0.963 2.801 0.164
N 0.205 1.956 0.429
C 1.953 5.018 -0.309
N 1.983 6.168 -0.248
F 4.378 -0.487 -0.521
C 4.267 -0.515 -3.336
C 4.391 -0.561 -4.744
N 4.443 -0.674 -5.890
C 4.081 -1.776 -2.720
N 3.832 -2.799 -2.246
*
```

Here are the Löwdin charges for atoms 1 to 5, given in e: Au 0.7193; C -0.0458; C -0.5005; C -0.0408; C -0.0508



Formula: C37H28BaN3O2S2Si
Source: the Open Molecules 2025 dataset
Level of theory: the ωB97M-V functional and the def2-TZVPD basis

Calculated values
Energy relative to the best compared isomer or geometry (same formula, charge and spin): 0.00 kcal per mole
DFT total energy: -77635.30039 eV
HOMO energy: -3.72 eV
Kohn-Sham gap: 5.68 eV

ORCA input file:
```
! wB97M-V def2-TZVPD RIJCOSX def2/J DEFGRID3
* xyz -1 1
Ba 1.522 1.651 -0.285
O 3.473 3.464 0.614
C 3.920 2.355 0.993
O 3.971 1.341 0.222
C 4.202 2.103 2.450
C 5.512 1.976 2.892
C 5.801 1.654 4.208
C 4.745 1.429 5.082
C 3.436 1.530 4.639
C 3.113 1.879 3.316
S 1.432 1.907 2.820
H 6.319 2.126 2.182
H 6.828 1.563 4.539
H 4.936 1.156 6.114
H 2.618 1.329 5.320
N -2.813 3.573 -1.537
C -3.894 2.758 -1.946
C -5.179 3.268 -2.034
C -6.227 2.453 -2.445
C -5.997 1.115 -2.726
C -4.714 0.595 -2.598
C -3.659 1.419 -2.240
S -2.013 0.771 -2.144
N -1.324 1.823 -1.005
C -1.740 3.015 -0.868
C -0.997 3.895 0.092
C -1.442 4.057 1.394
C -0.641 4.772 2.270
C 0.551 5.302 1.809
C 0.905 5.100 0.486
N 0.146 4.406 -0.370
H -3.054 4.510 -1.259
H -5.358 4.310 -1.793
H -7.223 2.865 -2.532
H -6.810 0.470 -3.032
H -4.517 -0.454 -2.788
H -2.357 3.582 1.723
H -0.921 4.868 3.310
H 1.231 5.814 2.474
H 1.851 5.459 0.104
C -1.682 -3.327 -4.766
C -2.225 -3.658 -3.532
C -1.615 -3.225 -2.357
C -0.458 -2.440 -2.377
C 0.062 -2.113 -3.637
C -0.527 -2.554 -4.814
Si 0.383 -1.721 -0.803
C 1.945 -2.818 -0.611
C 2.228 -3.941 -1.397
C 3.397 -4.676 -1.222
C 4.312 -4.308 -0.246
C 4.053 -3.199 0.550
C 2.890 -2.466 0.362
C -0.767 -2.394 0.584
C -0.550 -3.616 1.230
C -1.415 -4.086 2.213
C -2.532 -3.342 2.572
C -2.769 -2.125 1.947
C -1.892 -1.661 0.975
H -2.153 -3.666 -5.681
H -3.123 -4.264 -3.484
H -2.054 -3.501 -1.404
H 0.953 -1.493 -3.691
H -0.095 -2.288 -5.772
H 1.521 -4.247 -2.161
H 3.592 -5.540 -1.848
H 5.225 -4.877 -0.110
H 4.766 -2.895 1.308
H 2.718 -1.592 0.985
H 0.317 -4.210 0.961
H -1.218 -5.034 2.701
H -3.207 -3.704 3.339
H -3.633 -1.534 2.231
H -2.079 -0.698 0.507
*
```

Here are the Löwdin charges for atoms 1 to 5, given in e: Ba 1.6141; O -0.1361; C -0.8075; O -0.2642; C -0.1874